Entry from OMol25: a structure of composition C35H36F4Ge3IN6PdSe (ωB97M-V/def2-TZVPD).

```
87
Properties=species:S:1:pos:R:3:mulliken_spin:R:1
H -6.751 2.052 -2.048 0.0000
C -0.045 0.240 4.555 -0.0180
N -0.598 -2.073 1.945 0.0192
C -6.818 1.325 -1.240 0.0005
C 2.275 -3.043 -4.343 0.0642
Se -2.245 -0.481 -1.136 0.1178
H -5.268 -1.055 0.966 0.0003
Ge 3.882 1.914 1.266 -0.0043
C 3.395 -4.814 -5.665 0.1217
H -2.265 -2.904 -0.556 0.0014
H 4.684 2.809 -1.008 0.0000
H -3.910 -0.062 1.560 0.0033
C -2.988 -2.262 -1.054 -0.0071
I -3.497 -2.844 4.987 0.0003
C -1.878 1.534 3.673 -0.0216
H 4.341 0.682 3.468 0.0002
Pd -0.934 0.203 0.742 0.5890
H 1.161 -2.704 2.782 -0.0007
N 1.137 -0.050 -0.226 -0.0555
C -1.153 1.789 2.510 0.1610
H -3.528 2.885 0.877 0.0041
C -3.766 0.545 -1.724 0.0072
H 5.601 1.373 -0.541 -0.0001
H -5.566 0.304 2.037 0.0006
C -0.477 4.901 -2.196 0.0013
Ge -5.096 1.215 -0.303 -0.0076
H 4.940 3.879 2.472 -0.0006
C 4.606 1.816 -0.569 -0.0010
C 1.689 -1.036 -0.524 0.0305
H -2.360 3.897 -2.015 0.0004
H 1.647 -0.007 3.264 0.0130
C 3.920 3.665 2.156 -0.0008
F 1.198 -1.405 -3.076 -0.0042
C 2.644 -2.868 -1.950 -0.0499
H -0.858 5.654 -2.871 0.0002
H -3.932 -2.262 -0.514 0.0000
H -3.150 -2.603 -2.074 0.0045
H 3.281 3.656 3.038 0.0000
C -1.856 -2.611 3.732 0.0016
H -1.531 2.179 -0.491 0.0553
C 0.659 0.426 3.382 0.0802
H -1.488 2.576 1.838 -0.0069
H 3.953 -0.507 2.210 0.0009
H 1.520 5.684 -2.188 -0.0001
C 2.867 -4.387 -6.905 -0.0155
C 2.393 -2.206 -0.723 -0.1005
C 1.336 3.950 -0.946 -0.0015
C 0.499 2.944 -0.457 0.0041
C -1.325 0.771 4.688 0.0453
H -2.856 1.978 3.806 0.0039
H -2.687 -1.821 1.820 -0.0060
F 4.048 -4.471 -0.932 -0.0065
C -1.841 -2.093 2.430 -0.0069
C 0.128 1.211 2.347 -0.1394
C 3.725 -4.627 -3.222 0.0689
N 0.168 -2.576 2.920 -0.0005
N 3.189 -2.941 1.600 -0.0666
H 2.375 3.968 -0.635 0.0000
C 2.872 -2.678 0.528 0.0251
C -0.837 2.936 -0.854 -0.0576
H 5.530 0.269 2.230 -0.0003
N 2.468 -4.086 -7.942 0.1109
H -1.878 0.611 5.603 -0.0025
F 1.674 -2.589 -5.419 0.0071
C 4.467 0.428 2.417 -0.0013
H -5.218 3.370 1.018 0.0004
H -4.299 -0.080 -2.440 0.0059
C -0.541 -2.916 4.008 0.0058
C 0.855 4.919 -1.812 -0.0002
H 3.968 1.201 -1.204 -0.0001
H -0.092 -3.336 4.891 -0.0001
C -4.945 -0.045 1.213 0.0009
N 4.857 -6.908 -5.920 0.1120
C -1.320 3.909 -1.715 0.0072
H 0.392 -0.315 5.374 0.0007
C -4.468 2.971 0.333 0.0043
H 3.591 4.460 1.491 0.0001
H -7.126 0.364 -1.648 0.0001
H -3.377 1.411 -2.259 -0.0016
C 4.214 -5.963 -5.778 -0.0149
H -4.351 3.689 -0.477 0.0005
Ge 1.366 1.681 0.801 0.0669
C 3.484 -4.000 -2.032 -0.0408
H -7.577 1.663 -0.536 -0.0001
F 4.515 -5.674 -3.219 0.0086
C 2.040 -2.432 -3.149 -0.0470
C 3.141 -4.173 -4.443 -0.0694
```

Its multiplicity is 2. For the LUMO energy (alpha / beta), the calculation gives -8.8 / -8.3 eV. For the frontier orbital gap (alpha / beta), the calculation gives 4.4372 / 4.9089 eV. The total charge is +2. The value obtained for the energy relative to the best compared isomer or geometry (same formula, charge and spin) is 30.4 kcal/mol. The HOMO energy (alpha / beta) comes out at -13.2575 / -13.2361 eV.

---

Entry from OMol25: a structure of composition C35H37Cl2F6N4O5PtS (ωB97M-V/def2-TZVPD).

```
91
Properties=species:S:1:pos:R:3:mulliken_charge:R:1
H -3.439 -3.483 -0.243 0.3628
C 3.576 1.171 3.833 0.3103
N 1.422 0.986 2.916 0.1770
H 5.619 -1.148 6.092 0.3839
H -1.735 0.416 -3.044 0.2606
C -2.124 -1.381 1.540 0.2391
H 2.134 -2.939 -1.088 0.3181
C -0.627 -3.307 1.047 -1.4612
H -0.022 -3.891 1.742 0.5573
F -2.751 5.071 2.796 -0.2850
C -3.118 3.951 3.433 0.6196
H 0.851 -0.647 -1.618 -1.5599
H -3.910 -2.655 -2.501 0.4222
H -0.030 -1.959 -0.499 -0.4106
Cl -1.490 1.536 -5.002 -0.1630
H 3.337 3.905 -3.536 0.4036
C -1.225 -0.049 -5.649 1.3981
C -2.536 2.183 5.103 -1.9614
C 0.494 1.039 -0.371 0.4115
H -1.497 -3.919 0.813 0.2468
H 5.247 2.514 3.864 0.4922
H 2.696 2.600 -1.539 0.5349
C 1.304 0.649 -3.907 -0.1037
H -3.118 1.489 4.505 0.4902
F -2.172 4.947 5.943 -0.2883
H 2.063 -2.740 1.972 0.3302
C 2.777 2.986 -3.648 -0.8811
H -3.185 2.604 5.870 0.4691
C 2.349 -2.382 0.984 -0.6956
H -0.448 -1.761 2.525 0.1275
C 4.842 1.569 4.203 -0.5016
H -2.751 0.247 -7.095 0.4280
H -3.715 -0.867 0.557 0.3070
H -0.192 -3.631 -1.044 0.5149
C -0.268 -0.904 -5.076 -1.4948
F -3.601 3.108 2.508 -0.1782
C 3.748 -0.891 5.066 -0.3896
O -0.969 2.894 3.350 -1.0376
O 2.657 2.886 2.402 -0.7042
C 1.687 1.077 -2.635 0.0337
O -0.112 0.247 0.459 -0.2183
C 1.690 -3.196 -0.120 -1.1694
N 0.560 -0.554 -4.034 0.4058
C 2.426 2.252 -2.528 -0.5068
C 5.030 -0.502 5.451 -0.5150
H -4.955 -1.885 -1.320 0.4148
H -1.761 -1.332 -3.300 0.1949
H 2.270 0.041 -0.867 0.4531
H -3.627 0.191 -1.406 0.4026
C 3.042 -0.028 4.255 0.3817
C 1.347 0.296 -1.397 1.7713
N -1.078 -2.136 1.790 0.4461
H 2.046 -1.334 0.934 -0.2052
C 1.684 1.366 -5.038 -0.1446
C 2.408 2.538 -4.909 -0.6884
H 2.687 3.095 -5.794 0.3924
H 3.437 -2.435 0.915 0.4571
F -0.636 5.288 4.463 -0.2263
N -2.997 -1.576 0.543 -0.0370
H -1.714 1.643 5.567 0.3538
O 0.441 2.258 -0.327 -0.7224
C -0.262 -2.221 -5.569 0.8012
H -1.340 -0.651 -1.713 -0.3080
C -1.991 -0.537 -2.583 0.5397
F -0.382 3.734 5.935 -0.2591
H -2.624 -2.075 -7.974 0.3871
C 1.667 -0.122 3.644 0.0709
C -2.040 -0.460 -6.690 -0.8346
C -3.920 -1.941 -1.672 -1.3149
H -4.091 -0.287 -3.020 0.3495
C 0.179 -2.998 -0.230 0.7875
S -2.491 -0.030 2.585 -0.6911
C -1.977 -1.757 -7.168 -0.4936
H 1.901 -4.261 0.033 0.5425
C -3.042 -2.517 -0.567 -0.0789
H 6.568 0.984 5.343 0.3918
Cl 0.829 -3.377 -4.851 -0.2408
H -1.032 -3.678 -6.915 0.4231
Pt -0.713 1.433 2.018 1.5740
C -1.951 3.278 4.207 0.9648
O 0.934 -1.100 3.814 -0.9777
C -3.460 -0.570 -2.174 -1.1225
H 1.403 1.001 -6.018 0.4669
C 5.569 0.709 5.026 -0.4163
C -1.093 -2.650 -6.585 -0.5891
F -4.165 4.282 4.229 -0.3080
H 0.943 -1.341 -3.537 0.0757
H 3.315 -1.829 5.390 0.4728
C 2.522 1.824 2.965 -0.3746
H -2.041 -2.678 -0.959 -0.2239
C -1.279 4.329 5.130 0.4224
```

For the LUMO energy (alpha / beta), the calculation gives 2.0 / 2.0 eV. For the frontier orbital gap (alpha / beta), the calculation gives 6.4285 / 6.4262 eV. The total charge is -1. The HOMO energy (alpha / beta) comes out at -4.4528 / -4.4505 eV.

---

Entry from OMol25: a structure of composition C35H37FMnP2 (ωB97M-V/def2-TZVPD).

```
76
Properties=species:S:1:pos:R:3:mulliken_spin:R:1
C -0.173 0.785 -0.667 0.1119
H -0.273 -1.030 -1.626 -0.0055
H 2.481 4.623 3.566 0.0146
C 3.019 0.807 -0.327 0.0439
C 1.571 3.481 2.022 -0.0759
H -3.521 -2.274 2.236 -0.0034
H 4.443 -3.167 0.074 0.0011
C 2.034 2.635 4.244 0.0442
C -4.921 -2.759 -3.748 0.0012
Mn 0.295 -0.637 1.967 4.3255
H -0.554 -5.159 3.397 -0.0042
C -4.584 -1.410 -3.630 -0.0008
C -0.899 -4.395 2.717 -0.0195
C -3.522 -3.263 -1.832 0.0004
H -4.314 -0.589 0.485 0.0002
H 3.081 -1.055 -3.259 -0.0002
C -0.758 -0.454 -0.853 -0.0401
C -3.739 -0.984 -2.616 0.0033
H -5.003 -0.678 -4.319 -0.0001
H -1.088 6.986 -2.292 0.0005
H -3.418 0.819 -0.265 0.0042
H -3.130 -3.985 -1.113 0.0059
H 0.455 1.143 -1.520 -0.0044
C -0.132 -4.089 1.596 0.0412
C -1.826 -2.458 0.896 0.1153
C -0.579 -3.083 0.740 -0.1351
C 0.116 5.171 -2.117 -0.0009
C -1.596 4.463 0.009 0.0090
H 3.533 -2.742 1.497 -0.0052
C -3.213 -1.904 -1.695 0.0038
C 2.219 -1.777 -1.428 -0.0022
H -2.275 4.152 0.810 0.0009
H 1.321 -1.914 -2.016 -0.0041
C -1.771 5.672 -0.685 -0.0021
C 1.408 1.079 2.520 0.4379
H 2.338 2.826 5.274 0.0089
C 3.303 0.511 -1.759 0.0103
C 2.446 -2.492 -0.304 0.0377
C 1.120 2.196 1.681 0.0802
H 1.855 -3.377 -0.078 0.0248
H 1.764 0.102 2.033 -0.1935
H -3.049 0.202 1.380 -0.0057
H 2.519 1.776 -0.190 -0.0146
H 1.475 4.316 1.322 0.0111
H -4.589 -4.748 -2.985 0.0001
H 2.615 1.046 -2.429 0.0001
H -5.578 -3.087 -4.548 0.0001
C 2.096 3.657 3.300 0.1544
H -2.750 -4.068 3.795 -0.0004
C 0.295 3.937 -1.436 0.0122
H 5.045 -0.952 -0.414 0.0013
C -3.375 -0.059 0.361 0.0105
C 3.718 -2.412 0.466 -0.0569
C -2.143 -3.776 2.930 0.0253
H 0.833 -4.600 1.393 0.0107
H 0.784 5.454 -2.949 0.0003
H -2.594 6.342 -0.395 -0.0001
P -2.252 -1.223 -0.355 -0.0952
C 1.671 1.357 3.852 0.0684
H 4.274 -1.414 -2.012 -0.0001
C -2.588 -2.792 2.038 -0.0266
H 0.055 -2.743 -0.072 0.0632
H 1.538 0.572 4.568 -0.0025
H 3.637 0.600 1.670 0.0256
H -3.505 0.076 -2.499 0.0023
H 4.294 0.913 -2.061 -0.0015
H 1.085 3.263 -1.811 0.0021
C -4.353 -3.685 -2.870 0.0005
H 5.173 -1.082 1.290 -0.0002
P -0.216 2.023 0.540 -0.0496
C 3.260 -0.978 -2.160 -0.0004
C 4.435 -1.050 0.487 0.0014
C -0.545 3.588 -0.341 0.0122
C 3.583 0.118 0.654 -0.0404
F -1.427 1.620 1.629 0.0578
C -0.931 6.034 -1.761 0.0047
```

Its multiplicity is 6. For the LUMO energy (alpha / beta), the calculation gives 0.3 / 0.2 eV. For the frontier orbital gap (alpha / beta), the calculation gives 4.5664 / 4.7974 eV. The HOMO energy (alpha / beta) comes out at -4.2974 / -4.5596 eV.

---

For the records above, the corresponding max |F| values read 1.89 0.97 4.91 eV/Å.